[1]
The molecule C9H10O3, computed with ωB97M-V/def2-TZVPD.

Calculated values
- HOMO level (eV) = -9.00
- SMILES string = Cc1ccccc1COC(=O)O
- energy above the lowest of the compared OMol25 structures with the same formula, charge and spin (kcal/mol) = 123.2
- E_LUMO (eV) = 0.26
- orbital gap (eV) = 9.3

Structure (ORCA input):
```
! RIJCOSX wB97M-V def2-TZVPD def2/J DEFGRID3
* xyz 0 1
C 1.05 -1.59 1.52
C 0.98 -0.31 0.54
C 1.92 0.93 0.77
C 1.85 2.18 -0.18
C 0.89 2.24 -1.41
C 0.00 0.98 -1.65
C 0.01 -0.27 -0.70
C -1.01 -1.44 -1.08
O -1.93 -1.82 -0.03
C -2.44 -0.71 0.68
O -2.55 -0.84 1.94
O -2.89 0.51 0.11
H 2.12 -1.93 1.71
H 0.38 -2.44 1.12
H 0.58 -1.27 2.53
H 2.66 0.92 1.64
H 2.54 3.06 0.01
H 0.84 3.13 -2.13
H -0.70 0.97 -2.57
H -0.36 -2.36 -1.37
H -1.59 -1.13 -2.00
H -2.34 1.20 0.57
*
```

***

[2]
The molecule C9H10O4, computed with ωB97M-V/def2-TZVPD.

Calculated values
- HOMO level (eV) = -9.82
- SMILES string = CCC1=CC(=O)C(COO)=CC1=O
- energy above the lowest of the compared OMol25 structures with the same formula, charge and spin (kcal/mol) = 110.9
- E_LUMO (eV) = -0.95
- orbital gap (eV) = 8.9

Structure (ORCA input):
```
! RIJCOSX wB97M-V def2-TZVPD def2/J DEFGRID3
* xyz 0 1
C -1.38 0.76 -2.66
C -1.06 -0.72 -2.36
C -0.54 -0.85 -0.96
C -1.32 -0.64 0.11
C -0.71 -0.79 1.45
O -1.28 -1.26 2.41
C 0.71 -0.35 1.53
C 1.24 0.32 2.78
O 1.99 1.47 2.46
O 1.03 2.38 1.90
C 1.50 -0.57 0.47
C 0.88 -1.23 -0.72
O 1.46 -2.05 -1.40
H -0.61 1.37 -2.19
H -2.31 1.03 -2.19
H -1.38 0.96 -3.72
H -0.34 -1.09 -3.08
H -1.95 -1.32 -2.45
H -2.37 -0.40 0.01
H 1.91 -0.36 3.29
H 0.41 0.62 3.41
H 1.59 3.02 1.45
H 2.54 -0.29 0.45
*
```

***

[3]
The molecule C9H10OS, computed with ωB97M-V/def2-TZVPD.

Calculated values
- HOMO level (spin up / spin down) (eV) = -7.24 / -8.23
- energy above the lowest of the compared OMol25 structures with the same formula, charge and spin (kcal/mol) = 56.2
- E_LUMO (spin up / spin down) (eV) = -0.68 / -0.77
- orbital gap (spin up / spin down) (eV) = 6.6 / 7.5

Structure (ORCA input):
```
! RIJCOSX wB97M-V def2-TZVPD def2/J DEFGRID3
* xyz 0 1
C -1.08 2.16 -0.17
C -2.40 1.99 -0.17
C -0.26 0.96 -0.23
C -1.19 -0.10 -0.35
C -0.94 -1.47 -0.42
C 1.09 0.99 -0.40
C 0.28 -1.91 0.34
C 1.96 2.04 0.09
C 0.49 -3.29 0.48
O -1.70 -2.21 -1.00
S -2.85 0.30 -0.38
H -0.70 3.10 -0.07
H -3.22 2.79 -0.14
H 1.60 0.17 -0.84
H 0.72 -1.12 1.02
H 2.90 2.13 -0.60
H 2.40 1.65 1.09
H 1.40 2.91 0.27
H -0.45 -3.70 0.77
H 1.28 -3.71 1.20
H 0.67 -3.68 -0.50
*
```

***

[4]
A cluster of 2 separate species, C9H11ClN3O2 in total, computed with ωB97M-V/def2-TZVPD.

Calculated values
- HOMO level (spin up / spin down) (eV) = -12.77 / -12.77
- E_LUMO (spin up / spin down) (eV) = -6.34 / -6.34
- orbital gap (spin up / spin down) (eV) = 6.4 / 6.4

Structure (ORCA input):
```
! RIJCOSX wB97M-V def2-TZVPD def2/J DEFGRID3
* xyz 1 1
C 0.97 -2.54 -1.44
C 0.82 -1.34 -2.11
C -0.29 -1.17 -0.19
C 0.85 2.50 0.40
C -2.87 0.54 2.41
C 1.23 1.41 -0.29
C -1.83 -0.05 3.02
C 0.20 0.87 -1.24
C -0.55 0.21 2.45
N 0.08 -0.51 -1.25
N 0.14 -2.42 -0.28
N 1.50 -0.85 -3.32
O 2.52 -1.45 -3.60
O 1.02 0.19 -3.83
Cl 0.93 -0.30 3.01
H 1.26 -3.51 -1.87
H 1.47 3.02 1.09
H -0.07 3.07 0.21
H -3.90 0.52 2.66
H -2.70 1.08 1.52
H 2.18 0.97 -0.08
H -1.94 -0.58 4.05
H 0.52 1.13 -2.38
H -0.74 1.41 -0.96
H -0.75 0.89 1.64
H -0.04 -3.10 0.38
*
```

***

| no. | strongest force on any atom (Eh/bohr) |
| --- | --- |
| 1 | 0.105 |
| 2 | 0.018 |
| 3 | 0.076 |
| 4 | 0.097 |